# C56H103F9O28

A 14-piece molecular cluster, C56H103F9O28 overall in a non-equilibrium geometry (ωB97M-V/def2-TZVPD, OMol25).

Geometry as XYZ:
```
196
Properties=species:S:1:pos:R:3:lowdin_charge:R:1
O -2.905 -5.305 -2.131 0.0952
C -3.903 -5.576 -2.748 -0.4787
O -3.965 -6.740 -3.542 -0.0738
C -2.805 -7.620 -3.703 -0.2040
C -2.537 -8.401 -2.462 -0.0713
C -5.208 -4.839 -2.978 0.0270
H -1.884 -7.015 -3.899 0.1211
H -3.173 -8.203 -4.590 0.1372
H -3.364 -8.948 -2.175 0.0572
H -2.397 -7.686 -1.643 0.0745
H -1.618 -8.909 -2.542 0.0708
H -5.264 -3.922 -2.418 0.0829
H -5.997 -5.519 -2.751 0.0810
H -5.231 -4.659 -4.047 0.0835
O 6.124 5.997 3.512 0.1082
C 6.524 4.967 3.106 -0.6049
O 6.450 3.835 3.778 -0.0251
C 5.866 3.728 5.073 -0.2314
C 6.918 3.934 6.124 -0.0805
C 7.284 4.791 1.778 0.0366
H 5.447 2.697 5.130 0.1294
H 5.053 4.512 5.167 0.1292
H 6.528 4.063 7.178 0.0959
H 7.473 4.886 5.943 0.0912
H 7.593 3.100 6.130 0.0639
H 7.148 5.777 1.296 0.0916
H 6.895 3.986 1.182 0.0679
H 8.361 4.661 1.962 0.0898
O -4.074 -2.858 5.257 0.0900
C -3.743 -2.259 4.261 -0.5803
O -3.451 -2.826 3.106 -0.0090
C -3.680 -4.209 3.034 -0.2424
C -5.081 -4.595 2.611 -0.0412
C -3.571 -0.805 4.305 0.0250
H -3.508 -4.602 4.057 0.1074
H -2.820 -4.541 2.365 0.1206
H -5.235 -3.999 1.672 0.0843
H -5.888 -4.310 3.304 0.0919
H -5.105 -5.595 2.255 0.0609
H -2.660 -0.517 3.715 0.0890
H -3.452 -0.492 5.324 0.0838
H -4.433 -0.315 3.771 0.1123
O 0.359 -6.623 3.367 0.1031
C -0.250 -5.777 2.757 -0.6017
O -0.492 -4.536 3.139 -0.0201
C -0.072 -4.143 4.482 -0.1831
C -0.934 -4.707 5.581 -0.0590
C -0.888 -6.063 1.492 0.0068
H -0.167 -3.007 4.541 0.1443
H 0.983 -4.404 4.628 0.1208
H -1.948 -4.432 5.347 0.0485
H -0.610 -4.339 6.550 0.0858
H -0.823 -5.777 5.758 0.0828
H -0.275 -6.758 0.886 0.1092
H -1.216 -5.147 1.035 0.0728
H -1.795 -6.650 1.632 0.1002
O 2.650 -3.087 2.235 0.1019
C 2.030 -3.590 1.353 -0.5417
O 2.235 -4.832 0.922 -0.0223
C 3.232 -5.599 1.629 -0.2210
C 3.336 -6.943 0.972 -0.0557
C 1.035 -2.895 0.443 0.0446
H 3.003 -5.617 2.715 0.1317
H 4.161 -5.034 1.533 0.1234
H 4.277 -7.314 1.317 0.0705
H 3.321 -6.783 -0.110 0.0856
H 2.546 -7.618 1.300 0.0780
H 0.396 -3.670 0.013 0.0584
H 1.462 -2.238 -0.298 0.0704
H 0.386 -2.185 1.000 0.1007
O -0.017 -2.667 -2.536 0.1424
C 0.018 -3.630 -3.192 -0.5783
O -0.467 -3.840 -4.425 -0.0166
C -1.278 -2.817 -5.063 -0.1793
C -2.773 -2.782 -4.722 -0.0354
C 0.703 -4.867 -2.719 0.0332
H -1.003 -3.082 -6.074 0.1186
H -0.765 -1.867 -4.767 0.1059
H -3.009 -3.000 -3.711 0.0460
H -3.360 -3.575 -5.243 0.0889
H -3.081 -1.793 -4.950 0.0636
H 1.795 -4.765 -2.855 0.1058
H 0.390 -5.738 -3.211 0.0556
H 0.642 -5.028 -1.645 0.0693
O 7.270 2.081 -2.899 0.0895
C 6.260 1.717 -3.457 -0.5563
O 5.222 1.160 -2.871 -0.0074
C 5.231 1.285 -1.460 -0.2177
C 5.606 -0.027 -0.759 -0.0417
C 6.237 1.606 -4.973 0.0281
H 4.205 1.659 -1.149 0.1161
H 5.886 2.099 -1.143 0.1128
H 6.673 -0.262 -0.931 0.0887
H 5.142 -0.897 -1.179 0.0618
H 5.442 0.040 0.283 0.0577
H 6.061 0.521 -5.159 0.1013
H 7.237 1.870 -5.304 0.0811
H 5.423 2.186 -5.441 0.0859
O 2.641 0.927 -5.859 0.0894
C 1.596 0.372 -5.642 -0.5109
O 1.319 -0.367 -4.511 -0.0279
C 2.357 -0.372 -3.497 -0.1882
C 1.816 0.206 -2.202 -0.0475
C 0.454 0.249 -6.588 0.0227
H 3.191 0.195 -3.863 0.0813
H 2.735 -1.373 -3.468 0.1168
H 0.767 0.083 -2.255 0.0608
H 1.934 1.257 -2.291 0.0603
H 2.275 -0.234 -1.332 0.0741
H -0.342 1.000 -6.376 0.0962
H -0.066 -0.721 -6.592 0.0699
H 0.810 0.506 -7.613 0.1024
O -0.427 0.675 2.809 0.0803
C 0.363 1.407 3.364 -0.5306
O 1.655 1.069 3.645 -0.0297
C 2.227 -0.164 2.980 -0.1810
C 3.421 -0.590 3.732 -0.0774
C 0.074 2.745 3.975 0.0088
H 2.432 0.144 1.983 0.1101
H 1.457 -0.953 2.994 0.1047
H 4.257 0.165 3.650 0.0981
H 3.823 -1.508 3.305 0.0620
H 3.178 -0.801 4.728 0.0629
H -0.975 2.929 4.261 0.0678
H 0.392 3.632 3.353 0.0772
H 0.705 2.966 4.917 0.1147
O -2.607 2.473 -0.389 0.1033
C -1.629 1.777 -0.370 -0.4679
O -1.615 0.413 -0.510 -0.0123
C -2.845 -0.252 -0.694 -0.2094
C -3.072 -1.474 0.187 -0.0247
C -0.155 2.184 -0.230 0.0350
H -2.836 -0.464 -1.742 0.1137
H -3.683 0.385 -0.438 0.0889
H -4.114 -1.740 0.290 0.0614
H -2.571 -1.418 1.137 0.0647
H -2.581 -2.344 -0.189 0.0584
H 0.564 1.375 -0.396 0.0619
H -0.040 2.643 0.779 0.0831
H 0.038 3.072 -0.869 0.0731
O 0.047 3.590 -3.342 0.0835
C 0.656 4.165 -4.212 -0.5682
O 0.048 4.891 -5.116 0.0077
C -1.360 5.164 -4.875 -0.2062
C -2.253 4.133 -5.495 -0.0704
C 2.115 4.012 -4.444 0.0485
H -1.466 6.129 -5.327 0.1152
H -1.482 5.250 -3.788 0.1241
H -2.142 3.135 -5.018 0.0801
H -2.021 4.013 -6.572 0.0867
H -3.274 4.525 -5.350 0.0807
H 2.633 4.332 -3.520 0.1058
H 2.442 4.648 -5.228 0.0778
H 2.309 3.003 -4.714 0.0551
C 1.410 7.272 4.014 -0.0483
C 2.312 6.082 3.678 -0.1883
O 2.100 5.717 2.312 0.0594
C 2.955 4.897 1.807 -0.4083
O 3.865 4.299 2.330 0.1694
C 2.705 4.854 0.293 -0.5455
F 3.569 5.683 -0.286 0.1805
F 2.989 3.601 -0.152 0.1286
F 1.480 5.138 -0.083 0.1879
H 0.358 7.070 3.842 0.0637
H 1.713 8.200 3.485 0.0927
H 1.631 7.502 5.044 0.0724
H 2.149 5.238 4.380 0.1311
H 3.334 6.420 3.843 0.1201
C -5.982 2.108 -3.441 -0.0491
C -5.122 1.388 -2.463 -0.1907
O -6.017 0.646 -1.581 0.0043
C -6.324 1.108 -0.374 -0.3989
O -6.136 2.206 0.068 0.1678
C -7.199 0.056 0.359 -0.5873
F -6.548 -1.104 0.217 0.1506
F -7.392 0.385 1.639 0.1708
F -8.363 -0.057 -0.193 0.2151
H -6.563 1.443 -4.097 0.0908
H -5.341 2.846 -3.933 0.0775
H -6.708 2.731 -2.879 0.0958
H -4.578 2.027 -1.775 0.1037
H -4.468 0.673 -2.884 0.1022
C -3.463 3.091 3.152 -0.0228
C -3.761 4.638 3.259 -0.1520
O -3.560 5.362 2.025 0.0388
C -2.296 5.604 1.710 -0.3267
O -1.287 5.305 2.375 0.0948
C -2.251 6.538 0.424 -0.5355
F -2.912 5.971 -0.640 0.1310
F -2.696 7.708 0.762 0.2209
F -0.973 6.530 0.037 0.1497
H -4.152 2.595 2.563 0.0457
H -3.586 2.847 4.198 0.0821
H -2.461 3.005 2.819 0.0360
H -3.131 4.972 4.056 0.1057
H -4.828 4.858 3.483 0.1364
```

Calculated values
- HOMO (eV) = -10.1
- charge = 0
- largest force on an atom (hartree/bohr) = 0.081
- ΔE to the lowest compared entry with this formula, charge and spin (eV) = 0.415

***

# C22H26FN3O3S

One molecule with the formula C22H26FN3O3S in a non-equilibrium geometry (ωB97M-V/def2-TZVPD, OMol25).

Geometry as XYZ:
```
56
Properties=species:S:1:pos:R:3:nbo_charge:R:1
C -3.665 -4.411 -0.717 -0.5924
H -3.933 -5.462 -0.806 0.2044
H -4.016 -3.885 -1.601 0.2070
H -2.581 -4.330 -0.681 0.2026
C -4.285 -3.802 0.542 -0.4142
C -3.924 -2.349 0.656 -0.0254
C -4.704 -1.373 0.050 -0.2006
C -4.362 -0.036 0.109 -0.2188
C -3.211 0.349 0.785 0.1412
C -2.422 -0.620 1.398 -0.1899
C -2.775 -1.952 1.328 -0.2157
H -2.150 -2.695 1.805 0.2053
H -1.526 -0.322 1.925 0.1982
N -2.796 1.681 0.898 -0.6142
C -3.234 2.749 0.199 0.6693
O -4.170 2.792 -0.568 -0.6007
C -2.416 4.008 0.493 -0.6927
H -2.530 4.301 1.538 0.2545
H -2.742 4.819 -0.154 0.2529
S -0.601 3.787 0.246 1.2618
O -0.229 2.727 1.200 -1.0074
C -0.682 2.979 -1.439 -0.7055
C -0.422 1.488 -1.334 0.6794
O -1.332 0.696 -1.491 -0.6144
N 0.837 1.094 -1.058 -0.4337
C 2.007 1.916 -0.852 -0.2246
H 1.764 2.974 -0.917 0.2042
C 2.617 1.633 0.534 -0.2371
N 2.923 0.227 0.680 -0.4274
C 4.154 -0.280 0.302 0.0845
C 5.355 0.342 0.681 0.4085
C 6.597 -0.163 0.366 -0.2843
C 6.702 -1.352 -0.336 -0.2227
C 5.543 -2.010 -0.703 -0.2086
C 4.301 -1.486 -0.396 -0.2541
H 3.427 -2.030 -0.715 0.2113
H 5.599 -2.942 -1.246 0.2146
H 7.671 -1.756 -0.581 0.2152
H 7.471 0.378 0.693 0.2279
F 5.334 1.491 1.410 -0.3429
C 1.718 -0.551 0.500 -0.2136
H 1.918 -1.609 0.669 0.2144
C 1.102 -0.322 -0.885 -0.2497
H 0.154 -0.853 -0.984 0.2584
H 1.791 -0.652 -1.670 0.1926
H 1.003 -0.212 1.256 0.2094
H 3.502 2.250 0.663 0.2284
H 1.884 1.907 1.298 0.2328
H 2.745 1.670 -1.628 0.1989
H 0.046 3.489 -2.068 0.2424
H -1.680 3.121 -1.847 0.2711
H -1.911 1.797 1.389 0.4325
H -4.973 0.708 -0.374 0.2488
H -5.599 -1.664 -0.480 0.2082
H -5.371 -3.911 0.495 0.2061
H -3.926 -4.345 1.420 0.2038
```

Calculated values
- HOMO (eV) = -7.9
- charge = 0
- largest force on an atom (hartree/bohr) = 0.028
- ΔE to the lowest compared entry with this formula, charge and spin (eV) = 0.000

***

# C2H14O4S

A 5-piece molecular cluster, C2H14O4S overall in a non-equilibrium geometry (ωB97M-V/def2-TZVPD, OMol25).

Geometry as XYZ:
```
21
Properties=species:S:1:pos:R:3:nbo_charge:R:1
C 0.407 2.404 -2.818 -0.6623
C 0.471 2.764 -1.352 -0.5693
S 1.938 2.154 -0.437 0.7228
H -0.637 2.273 -3.154 0.2715
H 0.793 3.246 -3.412 0.2503
H 0.906 1.508 -3.213 0.2390
H -0.455 2.569 -0.827 0.2874
H 0.578 3.856 -1.207 0.2948
H 2.910 2.431 -1.326 0.1547
H -4.867 1.545 3.949 0.4735
H -4.119 0.453 3.227 0.4651
O -4.545 1.291 3.086 -0.9385
H 1.023 -0.791 -2.426 0.4568
H 2.389 -1.372 -2.906 0.4831
O 1.719 -1.404 -2.208 -0.9288
H 0.822 -5.119 1.243 0.4770
H 0.465 -3.780 0.528 0.4639
O 1.174 -4.284 0.942 -0.9408
H -0.652 -3.516 4.779 0.4718
H -0.351 -3.087 3.333 0.4635
O 0.029 -3.140 4.198 -0.9355
```

Calculated values
- HOMO (spin up / spin down) (eV) = -13.3 / -13.3
- charge = +1
- largest force on an atom (hartree/bohr) = 0.035
- ΔE to the lowest compared entry with this formula, charge and spin (eV) = 1.093
- 2S+1 = 2

***

Q: Among the records above, which one has the highest charge?
A: C2H14O4S